Computed, not measured: C29H59AsBF2KN2OSSi3 as an isolated structure in a non-equilibrium geometry, with ωB97M-V with the def2-TZVPD basis set.

The value obtained for the orbital gap is 0.1639 Eh. As for the total energy: -5652.3062 Ha. As for the charge: -2. As for the molar mass: 730.96 Da. For the highest occupied orbital energy, the calculation gives -0.74 eV. Its LUMO energy is 3.72 eV. Its relative energy (zero: lowest compared OMol25 entry of this formula, charge and spin) is 41.3 kJ/mol.

Cartesian coordinates (Å):
K1 -0.131420 0.143102 0.423132
C1 -2.854561 -4.975543 2.815988
C2 -3.300616 -3.522867 2.776080
C3 -2.414459 -2.648749 1.899826
N1 -2.581078 -2.950509 0.489747
C4 -1.672624 -3.539402 -0.289853
S1 -0.151278 -4.004806 0.192655
N2 -2.015725 -3.705602 -1.622882
C5 -3.213675 -3.502754 -2.307085
O1 -3.212929 -3.117758 -3.480348
C6 -4.493970 -3.902294 -1.639705
C7 -5.666677 -3.263402 -2.050263
C8 -6.881788 -3.635581 -1.504336
C9 -6.936615 -4.659979 -0.563574
C10 -5.774047 -5.317792 -0.172456
C11 -4.554752 -4.940435 -0.705307
H1 -3.505019 -5.571867 3.455785
H2 -1.833205 -5.056904 3.188451
H3 -2.861851 -5.415914 1.822384
H4 -3.292965 -3.100976 3.784338
H5 -4.331258 -3.457474 2.415576
H6 -1.358705 -2.794850 2.145215
H7 -2.652713 -1.588397 2.027920
H8 -3.369764 -2.495080 0.044065
H9 -1.203501 -3.745240 -2.231133
H10 -5.596608 -2.476697 -2.786225
H11 -7.788729 -3.125970 -1.809110
H12 -7.889068 -4.948213 -0.134401
H13 -5.817923 -6.122674 0.552095
H14 -3.652131 -5.455221 -0.415566
C12 4.753911 3.692351 3.061781
Si1 3.536896 3.059004 1.738806
C13 2.055513 4.236444 1.857353
C14 4.387079 3.416575 0.079830
As1 2.773284 0.936663 2.128452
Si2 4.532110 -0.280657 1.313889
C15 6.246725 0.239767 1.955904
C16 4.735921 -0.382936 -0.570313
C17 4.300455 -2.072944 1.891547
H15 5.001505 4.746328 2.913569
H16 5.677063 3.118353 3.056450
H17 4.308175 3.574343 4.048199
H18 2.352048 5.280765 1.753123
H19 1.567106 4.114972 2.823306
H20 1.318311 4.012206 1.088703
H21 4.960947 4.344853 0.124830
H22 3.655950 3.498697 -0.721255
H23 5.067880 2.614401 -0.193359
H24 6.472983 1.263045 1.664131
H25 7.030160 -0.406897 1.557644
H26 6.275825 0.195745 3.041822
H27 5.178331 0.524378 -0.973645
H28 3.772072 -0.512847 -1.055989
H29 5.373371 -1.224380 -0.850429
H30 4.290819 -2.120061 2.978895
H31 5.100159 -2.715840 1.522361
H32 3.353705 -2.474756 1.537063
F1 -3.800495 1.643595 1.076357
B1 -3.152273 0.444449 1.106151
F2 -4.137068 -0.496638 1.403417
C18 0.890965 3.117197 -2.230652
C19 1.231745 2.182903 -3.396753
C20 2.731829 1.915067 -3.260656
C21 1.022151 2.956506 -4.699339
Si3 0.212179 0.478113 -3.130452
C22 -1.619808 0.812553 -3.874420
C23 -2.189513 2.099108 -3.275948
C24 -1.772620 0.909881 -5.392923
C25 -2.545633 -0.304195 -3.382020
C26 1.062278 -0.863596 -4.355998
C27 2.294586 -1.436850 -3.645769
C28 1.495190 -0.393251 -5.746118
C29 0.117378 -2.051134 -4.548304
H33 1.446952 4.056490 -2.328887
H34 1.181586 2.663859 -1.284154
H35 -0.165036 3.362187 -2.168120
H36 3.276121 2.866250 -3.226433
H37 3.135416 1.343066 -4.091887
H38 2.955526 1.379973 -2.340128
H39 1.663401 3.847184 -4.720032
H40 -0.003009 3.300047 -4.810943
H41 1.266712 2.359112 -5.574495
H42 -1.680699 2.990985 -3.633252
H43 -2.137747 2.087970 -2.186548
H44 -3.246701 2.194274 -3.551616
H45 -1.134393 1.678915 -5.821961
H46 -2.808946 1.158506 -5.655107
H47 -1.537272 -0.029313 -5.888008
H48 -2.550318 -0.346113 -2.291558
H49 -2.267490 -1.284258 -3.751732
H50 -3.571728 -0.109184 -3.712799
H51 3.051316 -0.688014 -3.434261
H52 2.759435 -2.211911 -4.268416
H53 2.014226 -1.890414 -2.694034
H54 2.286480 0.352536 -5.694996
H55 0.669991 0.037678 -6.307956
H56 1.885560 -1.236555 -6.330284
H57 -0.243148 -2.415375 -3.583697
H58 0.648834 -2.874761 -5.041938
H59 -0.751202 -1.814197 -5.155561

Forces on the atoms, in the same order (eV/Å):
0.2 0.0 -0.2
0.0 0.0 0.1
0.0 0.1 0.0
0.3 0.1 0.3
0.0 0.0 -0.3
-0.2 0.4 0.4
0.2 -0.2 0.0
-0.1 0.1 -0.8
0.1 0.3 -1.4
-0.1 -1.2 1.8
-0.2 0.0 0.0
0.3 -0.1 0.2
-0.1 -0.1 0.1
0.1 0.0 0.0
-0.2 0.0 0.0
0.0 0.3 -0.3
-0.1 -0.1 0.0
0.0 0.0 0.0
0.0 -0.1 -0.2
0.0 0.0 0.0
0.0 0.1 0.0
-0.1 -0.1 0.0
0.2 -0.5 0.0
0.1 0.0 0.1
-0.1 0.1 0.1
0.0 0.1 -0.1
0.0 0.0 0.0
0.0 0.0 0.0
0.0 0.0 0.0
0.1 0.0 0.0
-0.2 0.0 -0.1
0.0 0.2 0.0
0.1 -0.1 0.0
-0.1 0.0 0.2
-0.1 0.0 0.1
0.2 -0.1 -0.1
-0.2 -0.1 -0.1
-0.1 0.0 0.2
0.0 0.2 0.0
0.0 0.1 0.0
0.2 -0.1 0.0
-0.1 0.0 0.1
0.1 0.1 0.0
-0.1 0.0 0.1
-0.1 0.0 -0.1
0.0 0.1 0.0
-0.1 0.0 -0.1
0.1 -0.1 0.0
0.0 0.2 -0.1
0.1 -0.1 -0.1
0.0 0.0 0.2
0.1 0.2 -0.1
-0.2 -0.1 -0.1
0.1 -0.1 0.0
0.0 0.0 0.1
0.1 -0.1 -0.1
-0.1 0.0 -0.1
0.0 0.2 0.0
0.0 0.2 -0.1
-0.6 0.0 -0.1
0.0 0.0 0.0
-0.1 -0.1 -0.1
-0.1 0.0 0.0
0.0 0.0 0.0
-0.1 -0.1 0.2
0.1 0.0 0.0
0.1 0.0 0.0
0.1 0.0 0.0
0.3 0.1 -0.1
0.0 0.1 0.0
-0.1 0.0 0.0
0.0 0.0 0.1
0.0 0.0 0.1
0.1 0.1 0.0
0.0 -0.1 0.2
-0.1 0.0 0.0
0.1 0.1 0.0
0.1 -0.1 -0.1
0.0 -0.1 0.1
0.1 0.1 0.0
-0.1 0.0 0.0
0.0 -0.1 -0.1
0.1 0.1 0.0
0.0 0.0 0.1
-0.1 0.0 0.0
0.1 0.1 -0.1
-0.2 0.0 0.0
0.0 -0.1 -0.1
0.0 0.0 0.1
0.1 0.2 0.0
-0.2 0.0 -0.1
0.1 0.1 0.0
0.0 -0.1 -0.1
0.0 0.0 0.1
0.1 0.1 0.0
-0.1 0.1 -0.1
0.1 -0.1 -0.1
0.0 0.0 0.0
0.1 -0.1 0.0
-0.1 0.0 -0.1

Mulliken population analysis, charges in e, atoms 1 to 2: K 1.10; C -1.10

***

Computed, not measured: a 2-piece molecular cluster, C3H8BNO overall in a non-equilibrium geometry, with ωB97M-V with the def2-TZVPD basis set.

The value obtained for the orbital gap (spin up / spin down) is 0.2574 / 0.2575 Eh. As for the total energy: -273.7041 Ha. As for the charge: 0. As for the molar mass: 84.91 Da. For the highest occupied orbital energy (spin up / spin down), the calculation gives -6.80 / -6.80 eV. Its LUMO energy (spin up / spin down) is 0.20 / 0.20 eV. Its relative energy (zero: lowest compared OMol25 entry of this formula, charge and spin) is 795.4 kJ/mol.

Cartesian coordinates (Å):
B1 -1.396713 0.520539 -2.372569
C1 1.210741 0.088645 0.256310
C2 0.258430 0.563603 1.360713
C3 0.287590 -0.798471 -0.520846
N1 -0.709323 -0.517417 1.537676
O1 -0.660816 -1.312323 0.346883
H1 -1.732431 1.577678 -2.031992
H2 -1.642164 -0.035533 -3.356609
H3 1.633862 0.906046 -0.321788
H4 2.037789 -0.503188 0.676963
H5 0.756341 0.784415 2.303225
H6 -0.290388 1.447067 1.023550
H7 0.660877 -1.564054 -1.180832
H8 -0.413797 -1.157010 2.279316

Forces on the atoms, in the same order (eV/Å):
2.1 -1.0 1.9
-0.1 0.0 0.2
0.0 0.2 -0.3
-1.9 0.8 -1.1
-0.2 0.0 0.6
0.5 -0.3 -0.3
-0.3 0.5 0.2
-0.3 -0.4 -0.6
0.0 0.0 0.0
-0.1 0.0 0.0
0.0 0.0 0.0
0.2 0.0 0.0
0.0 0.0 -0.1
0.1 0.1 -0.4

Mulliken population analysis, charges in e, atoms 1 to 2: B 0.10; C -0.28

***

Computed, not measured: a 7-piece molecular cluster, C31H69IO18 overall, with ωB97M-V with the def2-TZVPD basis set.

The value obtained for the orbital gap is 0.3455 Eh. As for the total energy: -2874.2935 Ha. As for the charge: 0. As for the molar mass: 856.78 Da. The SMILES is CC(=O)OCCOC(=O)OCC(=O)I.COCCOC.COCCOC.COCCOC.COCCOC.COCCOC.COCCOC. For the highest occupied orbital energy, the calculation gives -9.22 eV. Its LUMO energy is 0.18 eV.

Cartesian coordinates (Å):
C1 -4.866665 9.651789 -2.569601
C2 -6.130193 9.629825 -1.753467
O1 -7.019739 10.420794 -1.893611
O2 -6.193080 8.669783 -0.768871
C3 -6.385213 7.347368 -1.284435
C4 -6.746963 6.472422 -0.099221
O3 -6.287888 5.122881 -0.274277
C5 -7.113938 4.330644 -0.976537
O4 -7.983982 4.706090 -1.698581
O5 -6.847338 3.023508 -0.738427
C6 -5.494824 2.611564 -0.854568
C7 -5.248641 1.995284 -2.215800
O6 -5.960826 2.070334 -3.152450
I1 -3.371011 0.932956 -2.297582
H1 -4.255992 8.766290 -2.408878
H2 -4.285031 10.529706 -2.294352
H3 -5.125811 9.719083 -3.625043
H4 -5.484100 6.968464 -1.774688
H5 -7.196130 7.349757 -2.015860
H6 -6.243464 6.847755 0.790307
H7 -7.820222 6.489967 0.083106
H8 -5.298949 1.847038 -0.102629
H9 -4.793447 3.433638 -0.703428
C8 -0.667693 -1.883390 -3.676545
O7 -0.431122 -2.178284 -2.313649
C9 -1.422377 -3.017820 -1.738510
C10 -0.952815 -4.448955 -1.624108
O8 -0.777615 -5.049269 -2.899155
C11 0.576806 -5.132467 -3.298812
H10 0.215864 -1.375138 -4.060057
H11 -0.841237 -2.788773 -4.263603
H12 -1.531042 -1.217289 -3.777486
H13 -2.348212 -2.971087 -2.320960
H14 -1.633798 -2.634033 -0.735069
H15 -1.712526 -5.026839 -1.091711
H16 -0.029268 -4.502898 -1.042514
H17 1.114238 -5.874838 -2.698593
H18 1.082365 -4.167123 -3.212142
H19 0.590422 -5.447595 -4.341007
C12 -3.226697 3.014392 -5.443104
O9 -1.936582 2.444848 -5.313730
C13 -1.570306 1.618925 -6.406383
C14 -0.622744 2.321999 -7.350931
O10 -1.247083 3.410144 -8.011204
C15 -0.910181 4.671581 -7.466839
H20 -3.340628 3.747579 -4.645249
H21 -3.349951 3.516392 -6.405885
H22 -4.002897 2.250263 -5.328840
H23 -2.459282 1.283797 -6.949349
H24 -1.070325 0.734541 -5.997058
H25 -0.298056 1.612917 -8.118942
H26 0.264098 2.660012 -6.805869
H27 0.129672 4.929513 -7.695485
H28 -1.056617 4.695085 -6.383932
H29 -1.562840 5.409825 -7.929450
C16 -1.570510 -7.456716 0.391339
O11 -0.415537 -6.706574 0.719245
C17 -0.037922 -6.810893 2.084996
C18 1.129385 -7.751453 2.269846
O12 0.780194 -9.093298 1.971129
C19 1.227771 -9.524832 0.700186
H30 -1.671168 -7.443124 -0.693351
H31 -1.485243 -8.493062 0.726715
H32 -2.466198 -7.006771 0.834612
H33 -0.885745 -7.130413 2.697605
H34 0.257617 -5.809621 2.413754
H35 1.444538 -7.719805 3.317623
H36 1.972419 -7.425689 1.652417
H37 2.316862 -9.643185 0.690168
H38 0.934688 -8.827312 -0.088741
H39 0.769648 -10.492845 0.505345
C20 -0.454514 -2.996597 3.345324
O13 0.125263 -3.770235 4.379539
C21 1.532636 -3.598790 4.473692
C22 1.913929 -2.682988 5.612137
O14 1.475464 -1.353225 5.379471
C23 0.326300 -1.000329 6.125772
H40 -1.536636 -3.059432 3.450273
H41 -0.152298 -1.948350 3.407016
H42 -0.173295 -3.394670 2.363139
H43 1.939333 -3.210424 3.534871
H44 1.974149 -4.585028 4.650970
H45 3.005937 -2.662804 5.687170
H46 1.517141 -3.059241 6.559859
H47 0.569415 -0.890168 7.188317
H48 -0.469409 -1.741091 6.013765
H49 -0.025559 -0.042022 5.746927
C24 7.624277 -1.537877 2.691262
O15 7.007337 -1.044467 1.518040
C25 6.167266 -1.991218 0.877713
C26 4.706462 -1.736740 1.170713
O16 4.397269 -1.955905 2.537147
C27 4.284518 -0.756181 3.286629
H50 8.104675 -0.694974 3.185200
H51 6.894706 -1.980766 3.374012
H52 8.388569 -2.283578 2.445982
H53 6.436342 -3.008429 1.179259
H54 6.333799 -1.902176 -0.200389
H55 4.100963 -2.431074 0.578967
H56 4.437888 -0.718016 0.875287
H57 3.376014 -0.213251 3.009593
H58 5.152420 -0.106907 3.144489
H59 4.216439 -1.030493 4.338280
C28 3.178352 2.723945 4.483139
O17 3.183041 2.681028 3.068295
C29 2.845066 3.915751 2.459206
C30 4.069855 4.636986 1.945141
O18 4.918250 5.051915 3.002204
C31 6.047655 4.216953 3.180581
H60 3.619127 1.792655 4.836052
H61 3.766932 3.560596 4.867625
H62 2.153844 2.794395 4.864504
H63 2.301977 4.554872 3.162258
H64 2.181737 3.698021 1.616021
H65 3.752222 5.533991 1.404026
H66 4.613401 3.994459 1.245629
H67 6.757492 4.340652 2.355771
H68 5.763125 3.164229 3.254135
H69 6.532200 4.519638 4.107156

Forces on the atoms, in the same order (eV/Å):
0.0 -0.3 -0.1
-0.4 0.5 -0.1
0.4 -0.3 0.2
-0.1 -0.1 -0.2
-0.1 0.0 -0.1
0.1 0.3 0.0
-0.2 -0.1 0.3
0.1 0.0 -0.2
-0.2 0.0 0.3
0.2 0.1 -0.3
-0.1 -0.2 0.3
-0.2 0.1 -0.3
0.1 0.0 0.1
0.1 0.0 0.1
0.0 0.0 0.0
0.0 0.1 0.0
0.0 0.1 0.0
0.1 0.0 0.1
0.0 0.0 0.0
0.1 -0.1 -0.1
0.0 -0.1 -0.1
0.0 0.1 0.0
0.0 0.0 0.0
0.0 0.0 0.0
0.0 0.0 0.0
0.1 0.1 0.1
-0.1 -0.1 -0.1
0.1 0.1 0.0
0.0 0.0 0.0
0.0 0.0 0.0
0.0 0.0 0.0
0.0 0.0 -0.1
0.0 0.0 0.0
0.0 0.0 0.0
0.0 0.0 0.0
0.0 0.0 0.0
0.0 0.0 0.0
0.0 0.0 0.0
0.0 0.0 0.0
0.0 0.0 0.0
0.0 0.1 -0.1
0.0 0.0 0.2
0.0 0.0 -0.2
0.0 0.0 0.1
0.0 0.0 0.0
0.0 0.0 0.0
0.0 0.0 0.0
0.0 0.0 0.0
0.0 0.0 0.0
0.0 0.0 0.0
0.0 0.0 0.0
0.0 0.0 0.0
0.0 0.0 0.0
0.0 0.0 0.0
0.0 0.0 0.0
0.0 0.0 0.0
0.0 -0.1 0.0
0.1 0.3 -0.1
0.0 -0.1 0.2
0.0 0.0 -0.1
0.0 0.0 0.0
0.0 0.0 0.0
0.0 0.0 0.0
0.0 0.0 0.0
0.0 0.0 0.0
0.0 0.0 0.1
0.0 0.0 0.0
0.0 0.0 0.0
0.0 0.0 0.0
0.0 0.0 0.0
0.0 0.0 0.0
0.0 0.0 0.0
0.0 0.1 0.0
-0.1 -0.2 0.0
0.2 0.2 -0.1
-0.1 0.0 0.0
0.0 0.0 0.0
0.0 -0.1 0.0
0.0 0.0 0.0
0.0 0.1 0.0
0.0 0.0 0.0
0.0 0.0 0.0
0.0 0.0 0.0
0.0 0.0 0.0
0.0 0.0 0.0
0.0 0.0 0.0
0.0 0.0 0.0
0.0 0.0 0.0
0.0 0.0 0.0
0.1 0.1 -0.1
-0.1 -0.1 0.0
0.1 0.0 0.1
-0.1 0.0 0.0
0.0 0.0 0.0
0.0 0.0 0.0
0.0 0.0 0.0
0.0 0.0 0.0
0.0 0.0 0.0
0.0 0.0 0.0
0.0 0.0 0.0
0.0 0.1 0.0
0.0 0.0 0.0
0.0 0.0 0.0
0.0 -0.1 0.0
0.0 0.0 0.1
0.0 -0.1 -0.1
0.0 0.2 0.0
0.0 -0.1 0.0
0.0 0.0 0.0
0.0 0.0 0.0
0.0 0.0 0.0
0.0 0.0 0.0
0.0 0.0 0.0
0.0 0.0 0.0
0.0 0.0 0.0
0.0 0.0 0.0
0.0 0.0 0.0
0.0 0.0 0.0
0.0 0.0 0.0

Mulliken population analysis, charges in e, atoms 1 to 2: C -0.86; C 0.65